{"formula": "C3H7N5", "method": "ωB97M-V/def2-TZVPD", "elements": ["C", "C", "C", "H", "H", "H", "H", "H", "H", "H", "N", "N", "N", "N", "N"], "coordinates": [[0.11430, -0.80039, 1.15767], [-0.92098, 1.18484, 0.10062], [0.45495, 0.12954, -2.19806], [1.98938, -1.59600, 0.18677], [1.42122, -2.34203, 1.46092], [-1.69877, -0.94609, 2.08320], [-1.13046, 1.16357, 1.23619], [-1.49077, 3.05789, -0.12262], [1.50695, 0.15331, -2.79440], [-0.46693, 0.73676, -2.70554], [1.44249, -1.38011, 1.11379], [-0.66977, -1.27194, 2.04047], [-0.25212, -0.05615, 0.05047], [-0.96397, 2.28455, -0.65470], [0.66450, -0.31775, -0.95476]], "forces_ev_per_angstrom": [[0.26, -3.50, 0.66], [0.48, 2.50, 2.97], [1.57, 0.89, 1.01], [-2.09, 1.80, 2.06], [-0.55, 0.75, 0.89], [2.43, -0.35, -0.62], [-0.76, 0.83, -1.64], [1.12, -1.79, -0.78], [-2.92, -0.58, 1.09], [2.19, -1.65, 1.78], [0.92, -1.24, -1.70], [-1.64, 1.17, 0.83], [0.57, 1.76, -3.83], [-0.79, -2.85, 2.00], [-0.79, 2.25, -4.71]], "smiles": "[H]/N=C(/N)N(/C=N/[H])N=C", "e_above_lowest_kcal_mol": 94.5, "homo_energy_ha": -0.332, "gap_ev": 9.66}

=====

{"formula": "C5H11ClOS", "method": "ωB97M-V/def2-TZVPD", "elements": ["C", "C", "C", "C", "C", "O", "S", "Cl", "H", "H", "H", "H", "H", "H", "H", "H", "H", "H", "H"], "coordinates": [[1.02489, -1.48366, -0.91603], [1.16078, 1.08509, -0.79265], [0.13746, -0.19906, 1.09389], [-3.57940, 0.55443, 0.59762], [0.32908, -0.17131, -0.36689], [-3.94658, 1.69388, -0.00857], [-1.25626, 0.06113, -1.20843], [-4.23914, -0.85102, 0.06368], [0.32321, -2.18169, -0.98427], [1.36870, -1.23120, -1.89953], [1.81789, -1.82560, -0.20601], [1.99111, 1.01773, -1.49741], [1.53989, 1.47825, 0.10512], [0.52603, 1.94048, -1.10100], [1.06164, -0.23379, 1.64105], [-0.43201, 0.62004, 1.52167], [-0.40798, -1.04005, 1.35826], [-3.11212, 0.78360, 1.54855], [-3.61473, 1.55442, -0.96186]], "forces_ev_per_angstrom": [[2.02, 3.64, 1.82], [-0.72, 0.81, 0.04], [-0.01, 0.93, 0.99], [1.69, 1.94, -0.02], [1.34, 0.59, -2.60], [0.89, -0.45, -2.34], [-1.10, -0.29, 0.38], [-0.87, -1.54, 0.09], [-2.89, -3.23, -0.26], [0.59, -0.22, -0.43], [-0.32, 0.40, -0.80], [-0.25, -0.60, -0.06], [1.16, 0.48, 1.31], [0.12, -0.76, -0.25], [0.72, -0.06, 0.07], [-0.01, 0.51, -0.34], [-1.05, -1.92, 0.57], [-0.31, -1.00, 0.23], [-0.99, 0.77, 1.57]], "e_above_lowest_kcal_mol": 83.9, "homo_energy_ha": [-0.314, -0.283], "gap_ev": [8.61, 6.10]}

=====

{"formula": "C21H23N3OS", "method": "ωB97M-V/def2-TZVPD", "elements": ["C", "H", "H", "H", "C", "N", "C", "O", "C", "H", "H", "S", "C", "N", "C", "C", "N", "H", "C", "C", "C", "C", "C", "C", "H", "H", "H", "H", "H", "C", "C", "C", "C", "C", "C", "H", "H", "H", "H", "H", "H", "C", "H", "H", "H", "C", "H", "H", "H"], "coordinates": [[2.05031, 2.67672, -1.44902], [1.53720, 3.62909, -1.54860], [2.99892, 2.73838, -1.97871], [1.43666, 1.90259, -1.90456], [2.27620, 2.35377, 0.02577], [2.93722, 1.04818, 0.07135], [3.18432, 0.33590, 1.17367], [2.97146, 0.68450, 2.31801], [3.83856, -1.02654, 0.92445], [3.62169, -1.68051, 1.76994], [4.91968, -0.89938, 0.85320], [3.35522, -1.85408, -0.63417], [1.62096, -1.62403, -0.53951], [0.94010, -0.74141, -1.21525], [-0.36130, -0.88209, -0.83216], [-0.46046, -1.90239, 0.10426], [0.82242, -2.35712, 0.27580], [1.10655, -3.11752, 0.87238], [-1.58865, -2.51034, 0.78821], [-2.80848, -2.67570, 0.13172], [-3.87109, -3.27555, 0.77842], [-3.73426, -3.72220, 2.08342], [-2.52590, -3.56530, 2.74103], [-1.45784, -2.96637, 2.09956], [-0.52511, -2.82728, 2.62831], [-2.41471, -3.90864, 3.75902], [-4.56698, -4.19081, 2.58602], [-4.81049, -3.39996, 0.26054], [-2.90997, -2.33695, -0.88830], [-1.36921, 0.03402, -1.34787], [-1.20685, 0.57538, -2.62174], [-2.12830, 1.47553, -3.12096], [-3.21928, 1.85101, -2.35433], [-3.37871, 1.32855, -1.08101], [-2.45985, 0.42882, -0.57532], [-2.57678, 0.04039, 0.42557], [-4.22104, 1.62915, -0.47514], [-3.94052, 2.55378, -2.74480], [-1.99601, 1.88680, -4.11107], [-0.35187, 0.27465, -3.20787], [3.08790, 0.60092, -0.82224], [3.18978, 3.39014, 0.68441], [3.36454, 3.11666, 1.72135], [2.72708, 4.37251, 0.65278], [4.14637, 3.43555, 0.16819], [0.93328, 2.28667, 0.75618], [0.28592, 1.55323, 0.28217], [0.44330, 3.25573, 0.72304], [1.08801, 2.00554, 1.79389]], "forces_ev_per_angstrom": [[0.02, -0.08, 0.22], [-0.04, 0.11, 0.00], [0.13, 0.02, -0.09], [-0.07, -0.07, -0.09], [-0.07, 0.30, 0.20], [0.12, 0.23, -0.37], [0.34, -0.45, -0.26], [-0.08, 0.16, 0.41], [-0.13, -0.25, -0.13], [0.03, 0.21, -0.02], [0.01, 0.00, 0.05], [0.09, 0.02, 0.10], [0.45, -0.29, -0.03], [0.22, 0.04, -0.23], [0.09, -0.64, 0.56], [0.07, 0.44, -0.42], [-0.22, 0.14, -0.01], [0.02, 0.03, -0.11], [-0.26, -0.21, 0.22], [0.14, -0.04, 0.04], [-0.07, 0.01, -0.01], [-0.03, -0.02, 0.06], [-0.05, -0.10, 0.08], [-0.01, 0.09, -0.13], [0.08, 0.04, 0.05], [0.00, -0.02, 0.08], [-0.07, -0.04, 0.04], [-0.08, -0.02, -0.05], [-0.02, 0.01, -0.08], [-0.31, 0.21, -0.12], [0.00, -0.12, 0.10], [-0.03, 0.07, -0.06], [-0.06, 0.06, -0.03], [-0.11, 0.04, 0.03], [0.12, 0.00, -0.07], [-0.01, 0.00, 0.08], [-0.06, 0.04, 0.05], [-0.05, 0.06, -0.03], [0.01, 0.03, -0.08], [0.08, -0.01, -0.06], [-0.04, -0.07, 0.17], [-0.13, -0.14, -0.05], [0.03, 0.02, 0.10], [-0.06, 0.16, -0.01], [0.10, 0.02, -0.07], [0.15, -0.06, -0.01], [-0.09, -0.05, -0.05], [-0.07, 0.15, -0.03], [-0.04, 0.01, 0.07]], "smiles": "CC(C)(C)NC(=O)CSc1nc(-c2ccccc2)c(-c2ccccc2)[nH]1", "e_above_lowest_kcal_mol": 0.0, "homo_energy_ha": -0.293, "gap_ev": 8.52}

=====

{"formula": "C3H7NO3P", "method": "ωB97M-V/def2-TZVPD", "elements": ["C", "C", "C", "N", "O", "O", "O", "P", "H", "H", "H", "H", "H", "H", "H"], "coordinates": [[0.92553, 1.11674, 0.07960], [1.82988, 0.15296, 0.23046], [1.50182, -1.24047, 0.03067], [2.37833, -2.14028, 0.22021], [-3.93529, 0.87350, 0.57538], [-3.89111, -1.45515, -0.45218], [-1.99329, 0.14067, -0.95545], [-2.98742, -0.55347, 0.30290], [1.16921, 2.15577, 0.23751], [-0.08830, 0.88799, -0.21446], [2.85134, 0.36086, 0.53172], [0.46405, -1.43095, -0.26241], [2.03458, -3.08804, 0.07528], [-2.49147, -0.08692, -1.74341], [-3.36388, 1.52800, 0.97440]], "forces_ev_per_angstrom": [[-1.77, 2.28, 0.01], [0.68, -2.92, -0.05], [-0.67, 3.12, 0.07], [2.04, -2.77, 0.42], [0.87, -2.40, 0.32], [-0.23, -0.92, 0.76], [-0.66, -1.00, 2.40], [-0.40, 3.83, -3.48], [0.00, 0.23, -0.04], [0.07, 0.13, -0.11], [0.06, -0.04, 0.00], [-0.16, -0.12, -0.07], [-0.17, 0.18, -0.08], [-0.13, -0.18, -0.41], [0.46, 0.59, 0.28]], "spin_multiplicity": 3, "charge": -1, "e_above_lowest_kcal_mol": 16.2, "homo_energy_ha": [0.018, -0.145], "gap_ev": [2.86, 3.68]}